{"formula": "C38H50IO7PS", "method": "ωB97M-V with the def2-TZVPD basis set", "lumo_energy_ha": -0.043, "gap_ev": 8.14, "homo_ev": -9.30, "elements": ["C", "C", "C", "C", "C", "C", "C", "C", "C", "C", "C", "C", "C", "C", "C", "C", "C", "C", "C", "O", "O", "C", "P", "S", "O", "C", "O", "C", "C", "C", "O", "I", "H", "H", "H", "H", "H", "H", "H", "H", "H", "H", "H", "H", "H", "H", "H", "H", "H", "H", "H", "H", "H", "H", "H", "H", "H", "H", "H", "H", "H", "H", "H", "H", "H", "H", "H", "H", "H", "H", "H", "H", "H", "H", "O", "C", "C", "C", "C", "C", "C", "C", "C", "O", "C", "C", "C", "C", "C", "C", "H", "H", "H", "H", "H", "H", "H", "H"], "coordinates": [[-0.39290, 4.29163, 4.89407], [-1.51791, 4.06699, 3.86490], [-1.04042, 4.24173, 2.42123], [-2.17466, 4.29450, 1.40033], [-3.03541, 3.01975, 1.39478], [-3.48948, 2.62897, -0.01293], [-4.47919, 1.45297, -0.06869], [-4.19082, 0.36258, 0.96148], [-4.76866, -1.01088, 0.61937], [-4.57448, -2.01526, 1.77808], [-3.66331, -3.21695, 1.43733], [-2.23818, -3.03836, 2.01077], [-1.13975, -2.99630, 0.94466], [0.21909, -2.58948, 1.53103], [1.12813, -1.87260, 0.51538], [1.38631, -0.37634, 0.78669], [2.52182, 0.17881, 1.70352], [2.01377, 1.53159, 2.23899], [2.99939, 2.55495, 2.77556], [2.91875, 3.71607, 2.54851], [4.00671, 2.02566, 3.54743], [3.08158, -0.71949, 2.83911], [2.19413, -1.32456, 4.33298], [3.24070, -1.13346, 5.95568], [3.81534, -1.75787, 2.16045], [4.33056, -1.20548, 1.03214], [5.01655, -1.81359, 0.28002], [3.86858, 0.24640, 0.93522], [3.94759, 0.77559, -0.49690], [4.46202, 2.20078, -0.53048], [3.83979, 3.15627, -0.79618], [6.55688, 2.38244, -0.01108], [0.58123, 4.37272, 4.40475], [-0.55268, 5.20325, 5.47391], [-0.33152, 3.46974, 5.61369], [-1.91330, 3.05284, 3.98897], [-2.34665, 4.75686, 4.05790], [-0.39622, 3.38696, 2.16872], [-0.41243, 5.13618, 2.34908], [-1.75116, 4.45473, 0.40245], [-2.80616, 5.16165, 1.62745], [-2.44457, 2.20493, 1.82992], [-3.91454, 3.16952, 2.03178], [-2.60188, 2.34956, -0.59455], [-3.94113, 3.50256, -0.49556], [-5.50503, 1.81822, 0.05590], [-4.42513, 1.01279, -1.07175], [-3.10081, 0.23975, 1.04438], [-4.55889, 0.67809, 1.94429], [-4.24609, -1.37967, -0.27067], [-5.82830, -0.93240, 0.35589], [-4.11007, -1.47081, 2.60676], [-5.54520, -2.34862, 2.15424], [-4.10514, -4.13800, 1.82244], [-3.58270, -3.30481, 0.34958], [-1.99232, -3.80810, 2.75120], [-2.19531, -2.08393, 2.54982], [-1.06632, -3.98343, 0.47532], [-1.42003, -2.26586, 0.17611], [0.72862, -3.45346, 1.96021], [0.00376, -1.89437, 2.35221], [2.05069, -2.43162, 0.34217], [0.59301, -1.89035, -0.44068], [1.52178, 0.10416, -0.18720], [0.44020, 0.03385, 1.16618], [1.49523, 2.04562, 1.42445], [1.26048, 1.35130, 3.01723], [3.99584, 2.40119, 4.43910], [3.82644, -0.10046, 3.34971], [1.00304, -0.57954, 4.31913], [1.75552, -2.61776, 4.05813], [4.59978, 0.79034, 1.54956], [4.65697, 0.15849, -1.05414], [2.98320, 0.80286, -1.00774], [-0.48390, -1.01904, -2.99129], [0.08396, -1.33440, -4.01769], [-0.59559, -1.24794, -5.34008], [-1.90049, -0.77305, -5.39740], [-2.54259, -0.66358, -6.61900], [-1.88419, -1.02706, -7.78856], [-0.58701, -1.50885, -7.73655], [0.06193, -1.62403, -6.51357], [1.45571, -2.15959, -6.48600], [2.00691, -2.52653, -7.50070], [2.14346, -2.22328, -5.16458], [3.45494, -2.68268, -5.10134], [4.11672, -2.72933, -3.88462], [3.46759, -2.32166, -2.72338], [2.16181, -1.87091, -2.78408], [1.49295, -1.81848, -3.99878], [-2.39650, -0.49192, -4.47844], [-3.55807, -0.29222, -6.66272], [-2.38602, -0.93419, -8.74278], [-0.06265, -1.80045, -8.63624], [3.94315, -2.99458, -6.01464], [5.13932, -3.07977, -3.83784], [3.98318, -2.35469, -1.77162], [1.64070, -1.55376, -1.89189]], "atomic_forces_ev_per_a": [[-0.08, -0.10, 0.10], [0.15, -0.05, 0.04], [-0.02, -0.14, 0.03], [-0.01, 0.01, 0.12], [0.01, 0.23, -0.13], [-0.04, -0.18, 0.11], [0.04, 0.00, -0.07], [0.07, -0.05, -0.15], [0.07, 0.02, 0.11], [0.01, 0.02, -0.12], [0.15, 0.23, 0.34], [0.17, 0.11, -0.11], [-0.01, -0.09, 0.28], [0.04, 0.31, 0.06], [0.09, -0.06, -0.17], [-0.35, -0.01, 0.29], [-0.04, -0.08, 0.19], [0.14, 0.15, -0.55], [0.14, -0.52, 0.09], [-0.19, 0.58, 0.06], [-0.40, -0.40, 0.25], [0.24, 0.21, -0.19], [0.14, 0.04, 0.35], [-0.11, 0.01, -0.18], [-0.15, 0.00, 0.07], [-0.36, 0.26, 0.41], [0.37, -0.35, -0.46], [0.08, -0.31, -0.29], [0.15, 0.26, 0.07], [0.15, -0.59, 0.15], [-0.44, 0.63, -0.21], [0.17, -0.02, 0.07], [-0.03, 0.02, 0.01], [0.08, -0.02, -0.10], [-0.01, 0.08, -0.05], [-0.11, 0.15, -0.05], [0.04, -0.08, -0.01], [0.06, 0.15, 0.02], [-0.08, -0.03, -0.03], [-0.03, 0.01, 0.07], [0.04, -0.02, -0.15], [-0.16, 0.02, -0.01], [0.10, -0.13, 0.05], [-0.02, 0.16, 0.02], [0.12, -0.06, -0.06], [0.05, -0.06, 0.04], [-0.09, 0.05, 0.06], [-0.10, 0.01, 0.12], [0.12, -0.03, -0.04], [-0.15, 0.03, -0.01], [0.07, 0.07, 0.00], [-0.15, -0.09, 0.05], [0.05, -0.06, -0.13], [0.04, 0.00, -0.12], [-0.14, -0.18, 0.08], [-0.09, 0.01, -0.08], [-0.01, -0.10, 0.01], [0.01, 0.17, -0.20], [-0.04, -0.12, -0.01], [-0.05, -0.02, 0.07], [0.10, -0.06, 0.10], [0.02, 0.06, 0.07], [0.06, -0.04, 0.18], [-0.12, 0.05, 0.21], [0.07, -0.06, -0.04], [-0.01, -0.03, 0.11], [0.11, 0.06, -0.01], [0.27, 0.32, -0.19], [-0.10, -0.02, 0.03], [-0.12, -0.06, -0.16], [-0.12, -0.13, -0.24], [-0.09, 0.01, 0.02], [-0.12, -0.04, -0.01], [0.16, -0.13, 0.01], [-0.01, 0.01, 0.03], [0.03, -0.02, -0.01], [0.02, 0.01, 0.01], [-0.05, 0.02, -0.04], [0.00, 0.00, 0.01], [0.01, 0.00, 0.01], [-0.06, 0.01, -0.04], [0.02, -0.01, 0.03], [0.02, -0.01, 0.00], [0.00, 0.01, 0.00], [-0.02, 0.01, -0.02], [0.05, 0.01, 0.03], [-0.08, 0.02, -0.06], [0.08, -0.02, 0.05], [0.06, 0.06, 0.05], [-0.02, 0.00, -0.03], [0.03, 0.00, 0.02], [0.00, 0.00, 0.00], [0.00, 0.00, 0.00], [0.03, -0.01, 0.02], [-0.03, 0.01, -0.02], [0.00, -0.01, 0.00], [0.03, -0.03, -0.03], [0.08, 0.00, -0.19]]}